22
Properties=species:S:1:pos:R:3 method="wB97M-V/def2-TZVPD" e_lumo_ha=0.0150 total_energy_ha=-292.19612 de_lowest_kcal_mol=108.5
C 0.77965 1.09417 -0.47969
N -0.07983 0.75236 0.50881
C -1.56031 -2.01950 0.77014
C -0.28604 -2.07787 1.65017
C 1.01819 -2.16154 0.88113
C 0.19627 1.87523 -1.64692
C 0.07172 3.34481 -1.23957
H 1.89268 1.10520 -0.39985
H -0.11229 0.15252 -0.42975
H -1.49587 -1.13925 0.12758
H -2.42783 -1.97610 1.34837
H -1.59934 -2.86340 0.09205
H -0.36403 -2.94980 2.32246
H -0.27154 -1.16888 2.22567
H 1.81337 -2.46425 1.46929
H 0.91557 -2.71240 -0.06443
H 1.26856 -1.10356 0.54930
H -0.84635 1.42707 -1.83550
H 0.86087 1.72133 -2.58295
H 1.14409 3.80610 -1.07367
H -0.41193 3.37369 -0.27294
H -0.50559 3.98408 -1.91971